Here is a single C5H8N2 molecule from OMol25. Energies are from wB97M-V/def2-TZVPD.

The value obtained for the energy above the lowest of the compared OMol25 structures with the same formula, charge and spin is 49.46 kJ/mol. As for the spin multiplicity: 1. Its SMILES is Cn1cccc1N. For the HOMO-LUMO gap, the calculation gives 8.25 eV. For the HOMO energy, the calculation gives -7.35 eV. The calculated total energy is -304.81666 a.u.

Positions of all 15 atoms, in Å:
C 0.90 -0.72 1.41
N 0.54 0.04 0.23
C 0.61 1.43 0.21
C -0.29 1.90 -0.69
C -0.96 0.77 -1.27
C -0.42 -0.35 -0.68
N -0.69 -1.71 -0.93
H 1.13 -1.76 1.16
H 1.80 -0.28 1.85
H 0.09 -0.69 2.15
H 1.33 1.94 0.84
H -0.45 2.94 -0.95
H -1.71 0.77 -2.04
H -0.21 -2.35 -0.31
H -1.67 -1.92 -0.97

Mulliken population analysis, charges in e, atoms 1 to 4: atom 1 (C): -0.95, atom 2 (N): 0.11, atom 3 (C): -0.45, atom 4 (C): -0.52

---

Here is a molecular structure, C8H4BrF3LiN2O2Se from OMol25. Energies are from wB97M-V/def2-TZVPD.

As for the spin multiplicity: 1. For the HOMO-LUMO gap, the calculation gives 6.63 eV. For the HOMO energy, the calculation gives -4.59 eV. The calculated total energy is -5850.04992 a.u. The net charge is -1.

Positions of all 22 atoms, in Å:
Li 1.24 0.43 0.32
Se 1.25 1.19 5.19
C 1.29 0.86 3.43
N 1.28 0.65 2.28
F 1.54 -1.67 -0.14
C 2.77 -1.79 -0.72
F 2.58 -2.51 -1.85
F 3.51 -2.53 0.10
C 3.41 -0.38 -1.05
O 4.60 -0.42 -1.31
O 2.58 0.56 -1.01
Br -5.28 0.49 -1.15
C -3.44 0.50 -0.72
C -3.03 0.53 0.60
C -1.67 0.55 0.86
N -0.75 0.52 -0.11
C -1.16 0.49 -1.37
C -2.50 0.48 -1.74
H -3.75 0.55 1.41
H -1.29 0.57 1.87
H -0.38 0.47 -2.12
H -2.79 0.45 -2.78

Mulliken population analysis, charges in e, atoms 1 to 4: atom 1 (Li): 1.18, atom 2 (Se): -0.38, atom 3 (C): 0.11, atom 4 (N): -0.85